Entry 1:
C7H5F6N3O2PdSSb as an isolated structure, computed with wB97M-V/def2-TZVPD.

```
26
Properties=species:S:1:pos:R:3
Pd 2.708 -0.406 -2.262
O 1.813 1.649 -1.693
N 1.127 2.061 -0.890
N 1.082 0.857 0.404
O 1.876 -0.011 0.235
C 0.186 1.014 1.395
C -0.661 2.157 1.386
C -1.576 2.285 2.395
C -1.653 1.303 3.391
C -0.825 0.167 3.390
C 0.100 0.009 2.399
H -0.592 2.905 0.611
H -2.237 3.139 2.425
H -2.377 1.423 4.188
H -0.927 -0.578 4.166
H 0.748 -0.855 2.348
S 2.757 -4.721 -3.907
C 2.991 -3.191 -3.453
N 3.173 -2.087 -3.111
F 0.835 -0.848 -2.164
Sb -1.336 -1.072 -1.923
F -0.945 -2.775 -2.549
F -0.752 -1.569 -0.206
F -1.033 0.712 -1.318
F -3.143 -1.174 -1.611
F -1.338 -0.393 -3.647
```

Orbital gap (spin up / spin down) (eV): 6.11 / 6.13
Spin multiplicity: 2
Total charge: +2
HOMO energy (spin up / spin down) (eV): -17.17 / -17.17
F_max (eV Å⁻¹): 0.39
Energy (Eh): -1949.16158

Entry 2:
C41H33AsN2O3P2S5Tc as an isolated structure, computed with wB97M-V/def2-TZVPD.

```
88
Properties=species:S:1:pos:R:3
Tc 0.998 0.460 -0.503
O 1.298 0.376 -2.505
S 1.502 1.919 -2.265
C 0.002 2.666 -2.794
C 0.111 3.737 -3.671
C -1.051 4.360 -4.112
C -2.286 3.898 -3.683
C -2.379 2.822 -2.804
C -1.230 2.197 -2.341
P -1.328 0.791 -1.185
C -2.699 1.295 -0.098
C -3.974 0.739 -0.219
C -5.039 1.263 0.502
C -4.853 2.356 1.332
C -3.595 2.935 1.435
C -2.529 2.410 0.727
C -1.938 -0.582 -2.211
C -2.539 -1.700 -1.616
C -3.228 -2.618 -2.400
C -3.272 -2.464 -3.782
C -2.590 -1.418 -4.381
C -1.932 -0.473 -3.600
C 0.618 2.052 0.684
C 0.751 3.432 0.460
C 1.115 4.233 1.523
C 1.346 3.694 2.798
C 1.197 2.342 3.041
C 0.769 1.542 1.986
P 0.502 -0.209 1.784
C -1.180 -0.651 2.218
C -1.700 -1.877 1.797
C -2.982 -2.245 2.166
C -3.749 -1.393 2.952
C -3.231 -0.178 3.378
C -1.946 0.196 3.016
C 1.661 -1.187 2.730
C 1.251 -2.307 3.455
C 2.188 -3.039 4.168
C 3.521 -2.653 4.169
C 3.928 -1.524 3.463
C 3.004 -0.795 2.738
H 1.081 4.077 -4.011
H -0.987 5.198 -4.792
H -3.190 4.381 -4.029
H -3.353 2.489 -2.469
H -4.169 -0.080 -0.892
H -6.020 0.822 0.395
H -5.689 2.769 1.881
H -3.448 3.804 2.062
H -1.569 2.897 0.808
H -2.527 -1.821 -0.538
H -3.736 -3.450 -1.929
H -3.816 -3.175 -4.388
H -2.592 -1.312 -5.457
H -1.451 0.366 -4.085
H 0.588 3.875 -0.513
H 1.242 5.297 1.370
H 1.631 4.355 3.606
H 1.380 1.926 4.024
H -1.104 -2.555 1.195
H -3.380 -3.201 1.850
H -4.749 -1.684 3.245
H -3.825 0.477 4.000
H -1.548 1.143 3.358
H 0.211 -2.601 3.478
H 1.873 -3.901 4.740
H 4.244 -3.220 4.740
H 4.962 -1.209 3.499
H 3.310 0.101 2.210
S -1.551 -5.023 -0.404
As -0.651 -4.021 -1.888
S 0.643 -2.184 -0.962
S 1.973 -3.373 -0.043
S -0.113 -4.253 -3.792
C 6.019 -3.285 -1.595
N 5.303 -2.056 -1.194
C 5.961 -0.857 -1.072
C 5.328 0.276 -0.688
C 3.923 0.191 -0.456
O 3.164 1.137 -0.114
N 3.301 -1.000 -0.631
C 3.985 -2.063 -0.937
O 3.368 -3.246 -1.008
H 7.081 -3.117 -1.449
H 5.816 -3.502 -2.642
H 5.692 -4.113 -0.974
H 7.020 -0.890 -1.288
H 5.857 1.209 -0.573
```

Orbital gap (spin up / spin down) (eV): 5.89 / 6.04
Total charge: +3
HOMO energy (spin up / spin down) (eV): -16.30 / -16.30
F_max (eV Å⁻¹): 0.52
Energy (Eh): -6906.73321